The following is a quantum chemistry calculation of an isolated ion of composition C4H11N2OS and charge +1 at a distorted geometry, from the OMol25 dataset.

Each atom is followed by the atoms it is bonded to, with distances in Å.
CARTESIAN COORDINATES (ANGSTROEM)
1 C -1.295 -1.515 1.427  N2 1.465, H9 1.084, H10 1.092, H11 1.098
2 N -1.380 -0.056 1.341  C1 1.465, C3 1.339, H12 1.008
3 C -0.354 0.714 0.956  N2 1.339, O4 1.229, C5 1.553
4 O -0.321 1.912 1.230  C3 1.229
5 C 0.637 0.295 -0.163  C3 1.553, N6 1.520, C7 1.532, H13 1.091
6 N 1.663 1.414 -0.240  C5 1.520, H14 1.027, H15 1.048, H16 1.021
7 C -0.015 0.092 -1.534  C5 1.532, S8 1.804, H17 1.112, H18 1.079
8 S 0.432 -1.581 -2.038  C7 1.804, H19 1.341
9 H -1.660 -1.751 2.420  C1 1.084
10 H -0.261 -1.850 1.320  C1 1.092
11 H -1.822 -2.124 0.680  C1 1.098
12 H -2.034 0.448 1.920  N2 1.008
13 H 1.309 -0.513 0.132  C5 1.091
14 H 2.549 1.147 0.208  N6 1.027
15 H 1.384 2.156 0.445  N6 1.048
16 H 1.997 1.793 -1.128  N6 1.021
17 H 0.462 0.834 -2.211  C7 1.112
18 H -1.084 0.242 -1.548  C7 1.079
19 H -0.206 -1.657 -3.216  S8 1.341

## Properties
HOMO level = -13.204 eV
HOMO-LUMO gap = 9.76 eV
max |F| = 2.34 eV/Å
SMILES = CNC(=O)[C@H]([NH3+])CS
charge = +1